Density functional theory data (the ωB97M-V functional and the def2-TZVPD basis) for a molecular structure, C20H30F6NO13Zn.

Summary:
Spin multiplicity: 2
E_LUMO (spin up / spin down), eV: 0.13 / -2.83

Cartesian coordinates (Å):
H -3.390330 13.885330 -9.105120
H -2.139870 19.496810 -14.191140
H 1.576490 19.138670 -9.632470
C -3.094040 15.381050 -7.697360
O 3.679210 9.762750 -10.075760
O 4.024210 14.049960 -11.941860
H 3.040630 9.338620 -7.260630
C 5.052410 13.785810 -12.616180
H 7.912840 13.109400 -12.673640
H -2.234970 18.839900 -12.436930
C 3.647420 11.027740 -9.497310
H 5.111760 8.546960 -9.411130
O 3.842550 17.444890 -9.819050
H 7.504200 14.386650 -14.586440
C 1.273380 16.546790 -12.972640
H 4.765980 14.072140 -14.612930
H 4.410050 18.924180 -8.539240
C 4.150350 10.950090 -8.104350
H -0.867250 12.415970 -8.930080
H 6.615140 13.010480 -15.269450
H 3.897250 19.524700 -10.122430
H 2.309290 19.555090 -8.081460
H 1.793600 17.431950 -12.606620
O 1.677230 12.666500 -12.475600
O 1.255710 15.567850 -11.909080
H 3.502600 7.860410 -8.995570
C 3.728840 18.751810 -9.372510
C 6.751420 13.625820 -14.380140
O 3.083010 15.399470 -9.425640
N 0.678640 12.320240 -13.111010
C 5.558800 14.396750 -13.939010
H -4.089240 15.375870 -7.252780
H 7.201530 11.777380 -13.685580
F 1.251410 14.194470 -6.983390
F 0.934660 15.308570 -15.076800
F 2.904520 15.639530 -14.538340
O 0.556000 13.517820 -9.837240
O 3.426410 12.116380 -10.081060
H 0.073150 18.654180 -14.413760
F -0.558350 13.196140 -6.312080
H 0.987220 17.009130 -8.734590
C 3.996610 9.475620 -7.766020
H 3.541780 11.473130 -7.366670
O -1.359610 14.425960 -8.743090
C -1.913820 18.710860 -13.470520
C 1.972360 17.386420 -8.460280
C -0.387020 18.379620 -13.464580
O 5.982110 12.876000 -12.294240
Zn 2.258750 13.872220 -10.903760
C 4.083500 8.773040 -9.128880
H 2.299870 17.199920 -7.437510
C -2.672270 14.072470 -8.306700
C 0.327020 13.263370 -7.249980
H -2.740000 13.267500 -7.574900
O -0.139520 17.013910 -13.078280
H -2.554960 15.875290 -6.889150
C 2.289570 18.809730 -8.876540
F 1.754960 17.380550 -15.266090
O 0.639460 11.196640 -13.537330
H 5.161350 11.353310 -8.162610
F 1.083310 12.208630 -7.199710
H -0.012420 19.092810 -12.730320
C 7.036840 12.744020 -13.209580
H 5.646210 15.472770 -14.089510
H -2.566880 17.909450 -13.815980
C 3.005180 16.615820 -9.271910
O -0.201880 13.124910 -13.212770
C 1.732830 16.257100 -14.501230
C -0.349620 13.352200 -8.721170
H 4.686530 9.064230 -7.029230
H -3.264550 15.956540 -8.607220

Force components x, y, z for each atom (eV/Å):
H 0.376 -0.391 -0.414
H 0.202 0.522 0.615
H 0.205 0.089 -0.160
C -2.275 0.643 -0.051
O -1.240 1.848 -0.107
O 3.867 -0.584 -2.358
H -0.327 -0.082 -0.510
C -0.947 1.312 0.892
H 0.224 -0.523 -0.025
H -0.086 0.700 -0.187
C -0.260 2.268 -1.991
H 0.018 -0.335 0.226
O 2.427 -0.729 -2.001
H 0.536 -0.557 -0.036
C -3.582 0.462 0.149
H -0.487 0.472 -0.099
H 0.216 -0.109 -0.046
C -0.478 -0.685 1.053
H -0.124 -0.297 0.571
H -0.259 0.372 -0.045
H 0.312 -0.548 -0.355
H -0.631 -0.148 0.179
H 0.834 -0.203 0.320
O 4.022 0.787 1.735
O 0.589 2.092 -2.942
H -0.384 0.157 -1.264
C -1.253 1.248 0.839
C 0.686 1.145 -0.504
O 0.003 1.495 -0.206
N -0.623 -0.225 0.570
C -2.738 -0.313 -0.905
H -0.472 -0.598 -0.092
H -0.342 -0.582 1.327
F -0.493 2.071 0.266
F -0.218 1.796 0.454
F 1.303 0.919 0.285
O -1.013 0.076 2.744
O 0.344 -3.972 1.207
H -0.098 -0.344 -0.112
F -1.408 0.245 1.711
H -0.001 -0.009 0.553
C 0.708 -0.194 0.355
H 0.210 0.735 -0.534
O 1.412 -1.848 0.064
C 0.416 -1.430 -0.143
C 1.112 -0.290 -0.405
C -0.854 0.377 0.046
O -2.031 -0.873 1.358
Zn -1.660 -1.384 0.838
C 0.710 0.518 1.551
H -0.685 -0.160 0.278
C 0.502 0.943 1.289
C 0.684 1.119 -3.918
H 0.488 -0.279 -0.132
O 1.346 -0.363 -0.216
H 0.941 -0.290 -0.604
C -0.347 1.029 0.539
F 0.062 -1.071 1.020
O -0.274 -1.807 -1.109
H 0.124 -0.111 0.326
F 0.758 -3.458 -0.007
H 0.637 -0.162 0.322
C 1.845 0.544 -0.421
H -0.250 -0.083 0.780
H 0.472 -0.512 -0.180
C -1.496 -2.186 0.425
O -2.500 1.776 -0.872
C -1.234 -2.665 0.576
C 1.531 1.463 -2.704
H 0.429 0.150 -0.241
H 0.520 1.031 0.434


Density functional theory data (the ωB97M-V functional and the def2-TZVPD basis) for a molecular structure, C20H30MgN5O5PS4.

Summary:
E_LUMO, eV: 3.00
Net charge: -2

Cartesian coordinates (Å):
H -1.858014 4.012523 3.201717
H -2.325704 -1.825990 -4.566829
H 0.695622 3.457215 3.486963
C -1.412491 3.014630 3.240970
C -3.965108 1.706569 -0.412209
H 1.563168 -3.777525 2.234134
Mg -0.061456 -0.214755 -0.144497
H -3.616115 2.679564 -0.070163
C 1.274785 0.655493 3.723411
H 0.088253 3.683979 1.839360
O -1.498755 0.979474 -0.545295
H 0.889582 -4.283784 -3.167704
O 1.543933 -1.008335 0.495555
C -0.298212 -3.122765 1.353023
N -0.131160 -5.151739 -5.284811
H 1.284479 -2.623662 -1.400613
C -1.053328 -4.167370 -5.103371
N 2.692510 2.497188 -5.000916
C 0.691023 4.683153 -3.379594
H -0.183083 -3.718000 0.443149
H -1.305084 -1.375898 1.829535
C -1.527220 -2.040481 -3.872437
C 0.695965 3.602697 -2.425823
H 2.010695 -0.102751 3.436344
C 3.240448 2.790264 2.397360
S 1.642572 0.999354 -1.839219
H -0.529809 0.771749 4.935224
C 2.323310 1.987131 1.475522
C 0.259815 -3.405148 -3.116546
H 0.556176 -0.543148 5.398724
C 2.111395 2.489303 -4.000686
H -0.438903 -0.671473 3.939084
H 0.975238 -2.212258 2.832074
H 2.829811 1.092894 1.108735
C -0.778125 -3.204869 -4.029109
H -4.906972 1.425221 0.055769
H 2.754591 3.699436 2.758248
C 1.411538 2.469718 -2.746277
C -1.241632 -1.173445 -2.836631
N -1.000480 -1.889069 1.005644
H -2.024952 2.342447 2.643937
H 1.789994 1.413277 4.317219
H 4.128582 3.094160 1.838762
C 2.004028 -2.110157 0.953523
N -0.279679 -1.400323 -1.936952
C 0.032171 3.043778 2.722866
C 0.468703 -2.492920 -2.103538
C 0.154806 0.015610 4.547918
H -1.462400 2.675684 4.279444
H 0.833338 -4.926652 -5.087355
O 3.087147 -2.630080 0.677952
H -0.876572 -3.727362 2.060430
S -2.416564 -4.161853 -6.047604
H -1.791678 -0.253063 -2.717716
H -1.848032 -2.063920 0.471098
S -0.224333 3.928873 -1.003310
C 1.081407 -2.845221 1.944076
O -3.230365 -0.759278 -0.584477
P 0.695378 1.415567 2.127609
H 3.575692 2.209255 3.261161
N 0.655807 5.578462 -4.108945
H -0.280360 -5.683973 -6.126284
H 2.073708 2.578380 0.593966
O -2.737536 0.409806 1.489352
H -4.052460 1.688020 -1.497063
S -2.759087 0.476393 0.036119

Force components x, y, z for each atom (eV/Å):
H 0.028 -0.013 0.016
H -0.028 0.059 0.015
H 0.054 0.030 -0.035
C 0.132 0.009 -0.004
C 0.253 -0.102 0.042
H -0.027 -0.034 0.040
Mg 1.486 0.514 -0.272
H 0.011 -0.026 -0.042
C -0.281 -0.168 -0.117
H 0.035 0.012 -0.058
O -0.885 -0.311 0.093
H 0.015 0.046 0.122
O 1.080 -0.825 0.230
C 0.182 0.059 0.028
N 0.242 0.350 -0.165
H -0.036 -0.006 -0.014
C -0.451 -0.427 -0.540
N -0.080 -0.064 0.110
C 0.042 0.091 -0.118
H -0.031 0.010 -0.027
H -0.032 -0.083 0.036
C 0.013 -0.204 -0.276
C 0.038 -0.209 0.065
H 0.025 0.025 0.034
C -0.079 -0.069 -0.027
S 0.104 0.021 0.130
H -0.002 -0.035 -0.011
C 0.026 0.041 0.098
C -0.050 -0.218 -0.242
H -0.030 -0.003 -0.009
C 0.125 0.016 -0.152
H 0.010 0.014 0.044
H -0.036 -0.055 0.014
H -0.015 0.014 -0.090
C 0.199 0.497 0.526
H 0.033 0.022 -0.006
H 0.049 -0.016 0.014
C -0.216 0.290 -0.171
C 0.096 0.092 0.064
N -0.450 0.153 -0.033
H -0.071 -0.016 -0.039
H 0.049 -0.019 0.023
H 0.018 0.013 0.034
C -0.005 -0.056 0.105
N -0.327 -0.582 -0.393
C -0.264 -0.174 -0.002
C 0.195 0.119 0.186
C 0.066 0.042 -0.055
H -0.011 -0.016 -0.027
H -0.048 -0.086 0.141
O -0.152 0.093 -0.041
H -0.047 -0.049 -0.006
S 0.138 0.070 0.262
H -0.044 0.018 0.073
H -0.089 -0.111 0.112
S 0.020 0.046 0.239
C 0.016 0.264 -0.108
O 0.158 -0.102 -0.093
P 0.314 0.526 0.252
H 0.004 0.046 -0.014
N 0.003 -0.063 0.028
H -0.005 -0.101 0.004
H -0.036 -0.051 -0.109
O 0.086 0.014 0.072
H 0.004 0.096 0.036
S -1.520 0.585 0.008


Density functional theory data (the ωB97M-V functional and the def2-TZVPD basis) for 2 unconnected molecules or ions with the total composition C20H30N4O.

Summary:
E_LUMO, eV: 0.73

Cartesian coordinates (Å):
H 2.008820 2.064041 2.444472
C 0.314861 4.707686 7.620139
H 0.541234 4.236361 8.579359
H 0.811842 5.370254 4.999817
H 5.494658 6.121291 9.428689
C 4.230533 3.009918 6.303304
C 5.070129 6.297202 6.759206
H -0.760511 4.900250 7.582280
C 0.399460 1.020040 1.526693
C 0.327329 4.392776 5.126920
H 3.145133 1.249804 4.360855
H 0.057876 2.857214 -0.073486
C 2.406359 1.856801 4.881475
C 6.099708 1.610032 7.147046
H 5.497834 1.439538 8.043005
N 2.148454 3.628652 6.557904
H 0.286999 2.808669 6.572579
H 3.801352 5.621840 9.137384
C 5.162926 5.037333 7.599238
H 0.353877 1.964538 3.382694
C 5.533773 2.378291 6.097743
C 0.707844 3.812251 6.466045
N 4.130280 4.079654 7.131344
C 7.380855 1.086740 7.028072
H 0.064001 2.628907 -1.846149
C 6.280934 2.570183 4.911839
C 1.154118 0.489778 0.326490
H 5.743011 7.066929 7.153495
H 2.452364 -0.131048 -1.724594
H 4.039700 6.677379 6.793608
C 7.572476 2.059227 4.810116
H 5.347027 6.092706 5.719326
H 7.802336 0.500465 7.845570
C 2.057263 0.866702 -1.912925
C 0.680253 2.615005 -0.936318
H -0.759387 4.536780 5.093016
C 0.980783 1.697079 2.531800
H 1.366288 1.558217 5.007235
H 5.818798 3.141143 4.103145
H 0.622001 3.732867 4.306502
H 8.154229 2.241698 3.905359
H 2.883489 1.565775 -2.095743
C 4.851354 5.319932 9.051374
H 1.426479 0.855940 -2.810848
C 8.124142 1.318687 5.862515
H -0.645270 0.675012 1.544389
N 2.853913 4.480894 7.277641
H 0.852291 5.659544 7.568097
O 1.614131 -0.655420 0.316429
H 9.135352 0.919417 5.778413
N 1.287316 1.310752 -0.775840
H 5.020932 4.427524 9.660452
H 1.458210 3.382476 -1.048458
C 2.925694 2.728058 5.844349
H 6.131193 4.543490 7.476547

Force components x, y, z for each atom (eV/Å):
H -0.559 -0.243 0.308
C -0.672 0.128 0.271
H 0.024 0.092 -0.080
H -0.111 -0.186 -0.035
H -0.102 -0.113 -0.042
C 0.412 0.695 0.222
C 0.017 0.217 -0.290
H 0.080 -0.005 -0.010
C 0.369 -0.109 0.167
C -0.216 0.264 -0.431
H -0.482 -0.187 0.181
H 0.122 -0.006 -0.150
C 1.054 0.496 1.686
C -0.391 0.465 -0.566
H 0.239 0.038 -0.237
N 0.663 -0.340 -0.363
H -0.174 0.053 0.070
H 0.310 -0.011 0.093
C -0.430 -0.312 0.195
H 0.477 -0.035 -0.368
C 1.078 -0.653 -0.196
C 0.438 -0.124 0.398
N -2.432 0.639 -0.458
C 0.167 0.075 -0.288
H 0.049 -0.002 0.179
C -0.480 -0.060 0.717
C 0.450 -0.471 -0.628
H -0.070 -0.171 -0.077
H -0.085 0.156 -0.011
H 0.344 -0.055 -0.039
C 0.034 -0.177 0.125
H -0.101 0.077 0.121
H -0.073 0.147 -0.254
C 0.100 -0.055 -0.197
C 0.009 0.030 0.140
H 0.190 -0.014 -0.038
C -1.201 -0.184 -1.768
H 0.512 -0.022 -0.278
H 0.254 -0.158 0.186
H 0.045 0.250 0.162
H -0.150 -0.100 0.250
H -0.052 -0.114 0.015
C 0.201 0.114 0.470
H 0.086 -0.080 0.083
C -0.240 0.101 0.088
H 0.454 0.213 0.282
N 2.457 -0.041 0.519
H -0.233 -0.181 0.004
O -0.459 1.061 0.274
H -0.272 0.111 -0.004
N -0.159 -0.215 0.637
H -0.103 0.106 -0.011
H -0.148 -0.043 0.059
C -1.052 -1.077 -1.092
H -0.188 0.018 0.008


Density functional theory data (the ωB97M-V functional and the def2-TZVPD basis) for a single C20H30N4O2S molecule.

Summary:
E_LUMO, eV: 0.65
SMILES: CC(=O)N[C@H](Cc1ccccc1)C(=O)N1CCN(C(=S)NCC(C)C)CC1

Cartesian coordinates (Å):
C 3.398327 -1.153634 0.387850
H -4.084542 4.551811 0.689562
N -1.269314 -0.077951 1.475896
C 2.402116 -2.359883 2.207805
C 2.140962 1.105800 -5.833645
C -3.119119 4.348475 1.145796
C 1.661066 -3.101902 1.302596
H -2.654418 -1.519782 0.924827
H 3.810904 -1.364389 -2.258833
H 0.984405 -3.865617 1.657557
C 0.415823 -0.886655 -2.127919
C 2.197866 1.029573 -4.324638
H 2.491677 -2.514736 -2.567086
H -1.827836 -1.601013 -1.473846
H 4.081170 -0.395436 0.031791
C -4.220174 3.047245 2.991591
C 1.790194 -2.870292 -0.056450
C 1.860348 -0.467771 -2.417590
O 2.447914 1.975294 -3.606390
H 1.133640 0.878399 -6.176129
H -1.033807 2.736829 1.667654
C -1.762314 2.724509 2.479238
H -0.581351 1.656472 -0.472756
H 2.165743 0.454363 -1.923082
H -3.954412 3.763668 3.766933
H 2.302385 -2.541477 3.267359
N 1.970849 -0.213499 -3.835818
H 0.766029 -0.432744 1.312814
N -0.275784 -0.274616 -1.144711
H -0.954346 -2.035130 0.808828
H 2.410383 2.107804 -6.153762
C -1.603506 -0.762524 -0.814056
H 0.343502 1.204690 1.834212
H 2.829309 0.387224 -6.271970
C -1.648147 -1.201133 0.649997
H 1.211338 -3.450293 -0.760617
H -3.404561 2.218565 1.192562
H -2.884995 5.162513 1.828449
H -1.487174 3.505302 3.192799
C 2.663257 -1.897214 -0.527541
H -4.340098 2.065034 3.442947
S -3.102375 -0.749617 3.244445
C 0.121542 0.830195 -0.303377
H -5.180114 3.337670 2.571977
H -2.365970 4.332019 0.360595
O -0.078791 -1.774346 -2.803011
C 3.271060 -1.384170 1.746840
C 0.060088 0.394853 1.165592
C -3.156021 3.021017 1.897428
H 1.620971 -0.944308 -4.437805
C 2.784219 -1.629025 -1.999792
H 1.123368 1.178094 -0.540272
H 3.852284 -0.803468 2.447836
C -1.968164 0.258853 2.581492
H -2.207816 1.509797 4.067565
H -2.333295 0.037073 -0.983153
N -1.693963 1.458385 3.194649

Force components x, y, z for each atom (eV/Å):
C -0.037 -0.013 0.002
H -0.079 0.080 -0.060
N -0.148 0.328 0.232
C -0.010 -0.034 0.079
C 0.044 0.241 0.097
C 0.015 -0.319 0.029
C -0.012 -0.044 0.071
H 0.189 0.022 -0.057
H -0.042 0.002 -0.048
H -0.061 -0.062 0.028
C 0.147 0.463 0.043
C 0.035 -0.150 -0.371
H 0.053 0.023 -0.031
H -0.021 0.141 0.093
H 0.099 0.091 -0.055
C 0.138 -0.181 -0.218
C 0.040 -0.010 0.029
C 0.118 -0.110 -0.048
O 0.055 0.384 0.142
H -0.073 -0.042 -0.064
H 0.056 0.079 0.053
C -0.260 0.038 -0.451
H 0.094 0.003 0.037
H -0.072 -0.186 -0.048
H 0.013 0.138 0.120
H -0.006 -0.016 0.093
N -0.087 -0.435 0.191
H -0.044 0.102 -0.003
N -0.240 0.020 0.008
H -0.067 0.044 0.020
H -0.002 0.003 0.016
C -0.128 -0.414 0.053
H -0.020 -0.036 -0.037
H 0.025 -0.071 -0.064
C -0.350 -0.131 -0.410
H -0.067 -0.061 -0.108
H 0.039 0.002 0.011
H 0.027 0.154 0.072
H 0.041 0.028 -0.076
C 0.075 -0.113 -0.035
H -0.044 -0.086 0.094
S -0.463 -0.274 0.367
C 0.312 0.154 0.338
H -0.125 0.047 0.005
H 0.083 0.065 -0.114
O 0.102 -0.381 -0.284
C 0.035 0.043 0.077
C 0.331 0.352 -0.223
C 0.136 0.160 0.153
H -0.003 0.109 -0.037
C -0.150 0.224 0.010
H -0.060 -0.009 -0.024
H 0.055 0.048 0.062
C -0.035 -0.279 0.102
H 0.117 -0.175 -0.174
H 0.004 -0.034 0.015
N 0.226 0.077 0.298


Record order is preserved below.
Molecular weight: 671.83; 604.04; 342.49; 390.55 g/mol
Record order is preserved below.
Electronic energy: -4191.20278; -3564.54124; -1074.23069; -1547.86483 Eh